Record 1
Here is a molecular structure, C13H27BeClFK2N4O12PS3 in a non-equilibrium geometry from the Open Molecules 2025 dataset. Energies are from the ωB97M-V functional and the def2-TZVPD basis.

Structure (XYZ):
```
65
Properties=species:S:1:pos:R:3:forces:R:3:mulliken_charge:R:1
C -2.0340 -0.7427 -1.4209 0.1917 -0.2044 -0.2063 -0.9310
C -1.3841 0.0580 -0.2513 0.5243 -0.7820 0.6301 -0.2223
O -1.0195 -0.5907 0.6931 -1.4309 1.2699 -0.3412 -0.4903
N -1.1274 1.4737 -0.1993 -0.1336 -0.5136 -3.0961 0.7063
C -2.1653 2.3219 -0.7590 -1.6546 1.0159 0.5085 0.1302
C -2.7350 2.2896 -2.2221 0.6178 0.2142 -0.6292 -1.1907
O -2.6729 3.1078 -0.0119 0.4591 0.5985 -1.7605 -0.3657
C 0.2451 1.8703 -0.4812 1.0653 0.3459 0.4452 -0.3867
C 0.4869 2.5896 -1.8288 -0.6557 -1.3622 2.4708 0.0821
N 0.5584 3.1808 -2.8005 0.1100 0.4872 -1.0149 -0.5916
C 0.7079 2.8152 0.7305 -0.9345 1.5591 -0.2992 0.6043
C 0.1721 4.2659 0.5599 0.7842 -3.5140 0.5658 -0.1425
N -0.3444 5.2795 0.5161 -0.1758 1.2817 -0.2076 -0.5178
P 2.5727 2.8684 0.9667 0.7022 -1.2273 0.0649 0.2077
S 3.5829 1.9122 -0.4329 -0.0739 0.1352 -0.1740 -0.3115
H -1.9574 -0.2660 -2.4266 -0.4377 -0.2148 0.8952 0.2731
H -1.4750 -1.7194 -1.4928 -0.3646 1.0183 0.4219 0.3712
H -3.0793 -1.0098 -1.1109 0.7155 0.4619 -0.4885 0.2659
H -3.8237 2.0016 -2.2512 1.1770 -0.0161 0.2335 0.2338
H -2.6988 3.3551 -2.5888 0.0135 -1.0279 0.5321 0.3825
H -2.1146 1.7047 -2.9504 -0.7394 0.3543 0.6565 0.2989
H 0.8909 0.9471 -0.4708 -0.4550 0.9549 0.0846 0.6978
H 0.1830 2.3899 1.6361 0.4702 0.4690 -0.8186 0.5572
H 3.0040 4.2243 1.0345 -0.6106 -0.3590 0.3933 0.0967
H 2.8607 2.1531 2.1853 -0.1915 0.8008 -0.1882 0.1470
C -2.3679 -1.6970 4.2174 0.3274 1.0269 -0.5817 -0.2544
C -1.1842 -2.2099 3.4308 -1.1371 -0.0850 -0.5068 0.1829
O -0.1460 -2.3937 4.4141 -0.2098 0.0588 1.8762 -0.1895
S -0.8037 -2.8144 5.7994 -0.1070 0.3837 -4.3439 1.1401
O -0.7296 -4.2310 5.9384 0.0076 0.3682 1.2986 -0.5345
O -0.3200 -1.9188 6.8178 0.9171 -0.3118 -1.3641 -0.7868
O -2.3264 -2.4217 5.4655 0.6149 -0.6983 1.1759 -0.2893
H -2.2656 -0.6324 4.4391 -0.0692 -0.0278 -0.0590 0.3528
H -3.3115 -1.8689 3.7045 0.0130 -0.1889 0.2474 0.2862
H -0.8665 -1.5159 2.6568 0.2612 -0.1023 0.1467 -0.2238
H -1.3966 -3.1796 2.9798 0.1511 0.1025 -0.0765 0.2975
O 4.6423 1.4233 3.2166 0.2528 0.6341 0.3509 -0.8934
H 5.2782 0.7261 3.0736 -0.3451 -0.4431 -0.4428 0.1932
C -3.5772 -2.8902 -4.9267 0.1873 0.0881 0.0498 -1.1074
C -4.0801 -1.5224 -4.4793 0.2385 0.0179 -0.5652 0.4637
C -5.4426 -1.2042 -5.0871 0.0167 0.5496 -0.0491 -1.5092
O -3.1510 -0.5279 -4.8659 -0.2270 -0.1024 0.2552 -0.4611
H -3.4576 -2.9258 -6.0135 -0.1552 -0.0112 0.0148 0.3268
H -2.5980 -3.0980 -4.4938 -0.1446 -0.0541 0.1080 0.3504
H -4.2668 -3.6862 -4.6258 0.3542 -0.2171 -0.0356 0.1655
H -4.1479 -1.4953 -3.3879 0.1868 0.1851 -0.0192 0.3255
H -5.3881 -1.1807 -6.1795 -0.0004 -0.1499 0.0268 0.3903
H -5.7855 -0.2189 -4.7673 -0.0043 -0.1004 0.0703 0.3859
H -6.1845 -1.9394 -4.7941 0.4034 2.0363 -0.7309 0.3532
H -3.0791 -0.5391 -5.8291 0.1045 0.0698 0.0903 0.3569
K -6.6253 -3.6335 -4.2118 -0.7901 -2.1998 0.8943 1.0071
K -1.2673 -2.2065 8.7557 -1.0109 -0.1606 2.3592 1.0323
F -2.5577 2.2150 1.9666 -0.0377 -0.9082 1.6115 -0.8357
N 7.5041 0.1158 3.0753 0.4002 -0.0362 0.5557 -0.4329
H 6.7786 -0.6017 3.1575 -0.0989 0.1240 -0.3309 0.3652
H 7.4484 0.5323 2.1457 -0.4695 -0.0113 -0.6609 0.1405
H 7.3517 0.8405 3.7824 -0.3608 0.0253 -0.1264 0.3827
H 8.4228 -0.3079 3.2054 -0.1092 -0.0343 -0.1278 0.3839
O 8.1933 -0.3823 -1.0069 1.2935 1.7891 -0.0543 -0.6997
S 6.8637 0.1409 -0.5853 -2.7315 -3.9972 -1.5097 1.3599
O 6.3086 -0.6986 0.4865 0.9424 0.9142 0.5877 -0.6424
O 5.9644 0.1723 -1.7316 0.6049 0.7903 0.1388 -0.5976
O 7.0527 1.5469 -0.0519 2.8898 3.1303 -1.0724 -0.5133
Be 8.3410 2.1581 -1.4066 -2.6336 -2.6483 2.4519 0.5349
Cl 0.5437 -2.4091 1.0923 1.5016 -1.5515 -0.3310 -0.7108
```
Forces are in eV/Å.

The lowest unoccupied orbital energy is -3.34 eV. Its molar mass is 700.21 g mol⁻¹. Its HOMO energy is -0.1785 Eh.

---

Record 2
Here is C13H27BrO2Si in the gas phase in a non-equilibrium geometry from the Open Molecules 2025 dataset. Energies are from the ωB97M-V functional and the def2-TZVPD basis.

Structure (XYZ):
```
44
Properties=species:S:1:pos:R:3:forces:R:3:mulliken_charge:R:1
C -3.4217 0.3937 3.1459 0.0905 -0.2266 -0.3139 -1.0872
C -3.7511 -0.6375 2.0620 0.3120 -0.0697 0.2656 -0.4740
C -2.9183 -0.4649 0.7862 -0.6342 0.2300 0.1100 -0.3880
Br -3.7177 -1.6099 -0.6072 0.1744 -0.1171 0.0566 -0.1602
Si -2.8043 1.3111 0.0859 0.2846 0.2326 -0.5150 0.4438
C -1.0264 1.9422 0.0982 -0.4798 -0.3402 0.7391 -0.1272
C -0.2883 1.7134 1.4272 0.2255 -0.2437 -0.5242 -0.5444
C 1.2374 1.7840 1.2438 -0.5825 -0.4572 0.4119 -0.9887
C 1.7476 0.4268 0.7669 0.1570 0.2716 0.0776 0.3282
C 3.2207 0.4088 0.3493 -0.1708 0.1951 -0.2078 -0.9763
C 3.4902 -0.3166 -0.9753 0.3958 -0.1121 0.4799 -0.7401
C 2.8091 -1.6750 -1.1124 -0.1059 -0.1316 -0.4483 -0.6090
C 2.5033 -2.0638 -2.5604 -0.1785 -0.3220 0.3838 -0.7216
O 1.9660 -0.9764 -3.3177 -0.1977 0.4752 0.3263 -0.3997
C 0.7839 -0.4774 -2.8587 -0.5481 2.2850 -0.2697 0.7612
C -0.3259 -1.4535 -2.5252 0.7715 0.1525 0.0736 -1.0356
O 0.6062 0.7426 -2.7944 0.5823 -2.6057 -0.2394 -0.5498
H -3.9406 1.3311 2.9886 -0.0888 0.1645 0.0228 0.3146
H -2.3534 0.5982 3.1488 0.1572 0.0592 0.1248 0.2182
H -3.6846 -0.0079 4.1180 -0.0921 0.0669 0.1997 0.3947
H -3.5234 -1.6191 2.4735 -0.0874 -0.2296 -0.0727 0.3401
H -4.8113 -0.6419 1.8349 -0.1763 0.1383 -0.0990 0.3619
H -1.9391 -0.8906 0.9739 0.2468 0.0192 -0.1668 0.4016
H -3.7132 2.2325 0.8031 -0.0416 -0.0935 0.1547 -0.2472
H -3.2598 1.2693 -1.3206 -0.0404 0.0203 0.0358 -0.1952
H -1.0247 3.0047 -0.1295 0.0377 0.1363 -0.2840 0.3824
H -0.5214 1.4041 -0.7016 0.1429 0.1020 -0.2288 -0.1670
H -0.5040 0.7006 1.7714 -0.0839 -0.0742 0.2668 0.0426
H -0.6449 2.3914 2.1972 -0.0422 0.1930 0.0722 0.4925
H 1.6865 2.0000 2.2111 0.2891 0.3052 -0.0096 0.3691
H 1.4676 2.5612 0.5213 0.2500 0.2039 -0.0135 0.4244
H 1.5881 -0.2830 1.5775 -0.1267 -0.1962 0.0317 0.2883
H 1.1116 0.1132 -0.0579 -0.0463 -0.0589 -0.2077 -0.3600
H 3.8443 0.0143 1.1478 0.0199 -0.2016 0.1308 0.4201
H 3.5367 1.4431 0.2234 0.1597 0.1142 -0.0400 0.4154
H 3.2435 0.3527 -1.7903 -0.3027 -0.0184 -0.2006 0.3823
H 4.5625 -0.4962 -1.0463 0.1694 0.1408 -0.1343 0.4499
H 3.4558 -2.4527 -0.7116 0.0352 -0.1512 0.1432 0.5610
H 1.8785 -1.7486 -0.5569 -0.1029 0.2144 0.2051 0.2099
H 1.7825 -2.8797 -2.5736 0.0808 -0.2474 0.0112 0.3124
H 3.4021 -2.4125 -3.0525 0.1019 0.2447 -0.3997 0.4186
H -0.1843 -2.4114 -3.0124 -0.1323 -0.0737 -0.1537 0.4374
H -0.3021 -1.6260 -1.4517 -0.2044 -0.0203 0.1803 0.2324
H -1.2636 -0.9943 -2.7995 -0.2187 0.0260 0.0253 0.3681
```
Forces are in eV/Å.

The lowest unoccupied orbital energy is 0.68 eV. Its molar mass is 323.35 g mol⁻¹. As for the structure (SMILES): CC[C@@H](Br)[SiH2]CCCCCCCCOC(C)=O. Its HOMO energy is -0.3547 Eh.

---

Record 3
Here is a molecular structure, C13H27ClIN2OP2Sn in a non-equilibrium geometry from the Open Molecules 2025 dataset. Energies are from the ωB97M-V functional and the def2-TZVPD basis.

Structure (XYZ):
```
48
Properties=species:S:1:pos:R:3:forces:R:3:mulliken_charge:R:1
C -1.5863 -0.1110 -6.4573 0.3190 -0.1369 -0.4523 -0.7659
I -1.5709 0.0333 -4.3034 -0.1502 0.0448 0.4168 0.0341
H -0.5542 -0.0326 -6.7906 -0.1241 -0.0039 0.0911 0.3126
H -2.1927 0.7116 -6.8288 0.0250 -0.0095 0.2753 0.2985
H -2.0188 -1.0760 -6.7103 0.0325 0.0840 0.2016 0.2860
Sn 0.1168 -0.1014 -0.7673 1.6337 -0.0226 -0.9944 1.5709
P 0.2559 2.2049 -0.9514 -0.2044 6.1787 -1.6568 0.2722
C -1.3043 3.1620 -0.8710 -0.3555 -1.0293 0.1495 -1.1555
C 1.3001 2.9834 0.3367 0.1444 -1.4023 0.6021 -1.1566
H 1.4063 4.0597 0.1625 -0.2902 -0.2041 -0.3538 0.4769
H 1.1489 3.8631 -2.5190 -0.1482 -0.1752 0.3419 0.4686
H 2.2805 2.5008 0.3147 0.0220 0.2148 0.0762 0.3824
H 1.9978 2.2854 -2.6095 -0.0180 0.1768 -0.0920 0.3733
H -1.8010 2.9658 0.0830 -0.0233 0.1524 -0.0365 0.3804
H 0.8486 2.8129 1.3176 0.1052 0.1916 -0.0252 0.3700
C 1.0251 2.7746 -2.5133 0.0136 -1.0826 -0.1125 -1.0473
H -1.1124 4.2357 -0.9675 0.2665 -0.2304 0.0080 0.4554
H 0.3969 2.4719 -3.3552 0.0501 0.0658 0.0364 0.3125
H -1.9700 2.8380 -1.6757 0.0313 0.1167 0.0066 0.3869
P 0.2686 -2.4087 -0.6073 -0.1243 -6.3225 -0.7221 0.3881
C -1.2865 -3.3523 -0.3882 -0.3543 1.0191 -0.0097 -1.1865
C 1.0445 -3.1992 -2.0663 -0.0264 1.0684 -0.2607 -1.1279
H 2.2924 -2.5034 0.6907 0.0134 -0.1889 0.1018 0.3964
H 1.4253 -4.0715 0.7716 -0.2913 0.1468 -0.3774 0.4958
H 0.8603 -2.6690 1.7275 0.0944 -0.1531 0.0100 0.3302
C 1.3141 -2.9818 0.7834 0.1273 1.4993 0.3734 -1.1473
H 2.0137 -2.7224 -2.2339 -0.0221 -0.1883 -0.0652 0.3776
H 1.1764 -4.2753 -1.9096 -0.1535 0.2204 0.2852 0.4653
H -1.0889 -4.4275 -0.3267 0.2554 0.2275 -0.0262 0.4484
H -1.9533 -3.1529 -1.2315 0.0248 -0.1200 0.0259 0.4161
H 0.4155 -3.0303 -2.9443 0.0519 -0.0687 0.0195 0.3932
H -1.7851 -3.0215 0.5270 -0.0095 -0.1785 -0.0226 0.3813
Cl 2.4914 -0.1125 -0.9980 -0.5269 0.0166 0.3204 -0.3172
N 1.0221 0.6121 5.8675 -1.5357 -0.2573 0.0087 -0.3364
C 1.2612 0.5546 4.5327 2.3737 0.4890 1.4091 0.4505
O 2.4085 0.7179 4.1416 -0.6517 -0.1577 -0.9837 -0.5829
C 0.1797 0.2987 3.5275 -1.1975 -0.2432 -0.4111 0.1647
C -1.1696 0.1063 3.8835 0.3842 0.0034 -0.7439 -0.3943
C -2.1303 -0.1336 2.8999 0.2867 0.0008 -0.5545 -1.0426
C -1.7485 -0.1807 1.5609 0.1293 0.1387 1.3728 -0.4274
N -0.4473 0.0083 1.2170 -0.0323 0.1285 1.7550 -0.1521
C 0.5083 0.2398 2.1598 -0.8346 -0.0560 1.1645 -0.2648
H 1.7994 0.7903 6.5214 -0.5616 -0.1530 -0.8027 0.2797
H 0.0872 0.4833 6.2715 0.9250 0.1432 -0.1820 0.1458
H -1.5036 0.1335 4.9083 0.0887 0.0320 0.1672 0.4042
H -3.1658 -0.2854 3.1755 -0.0023 0.0033 -0.0892 0.5194
H -2.4922 -0.3725 0.7981 0.1203 0.0294 -0.2542 0.7049
H 1.5351 0.3738 1.8443 0.1193 -0.0083 0.0096 0.9623
```
Forces are in eV/Å.

As for the total charge: +3. The lowest unoccupied orbital energy is -12.24 eV. Its molar mass is 570.39 g mol⁻¹. The relative energy (zero: lowest compared OMol25 entry of this formula, charge and spin) comes out at 0.00 kJ/mol. Its HOMO energy is -0.6570 Eh.

---

Record 4
Here is a molecular structure, C13H27INOTi in a non-equilibrium geometry from the Open Molecules 2025 dataset. Energies are from the ωB97M-V functional and the def2-TZVPD basis.

Structure (XYZ):
```
44
Properties=species:S:1:pos:R:3:forces:R:3:mulliken_charge:R:1
C 0.7831 -1.9487 0.7952 2.7305 1.3330 0.4686 -0.7439
O 2.1796 -1.8964 0.7362 0.5833 0.2234 -0.3789 -0.4144
C 2.7283 -0.8980 -0.0663 0.0930 0.5106 0.1528 0.0396
C 2.8387 0.4757 0.5974 0.2300 -0.1372 -0.5153 -0.4023
C 3.5038 1.4801 -0.3717 -0.1221 0.0633 0.3879 -0.8191
C 2.5970 2.5441 -1.0252 0.2811 -0.2300 0.1777 -0.9404
C 1.1617 2.1362 -1.3975 0.3936 0.9592 -1.7753 1.2930
C -0.0554 2.8220 -0.7795 0.0916 -0.5783 0.2278 -1.1649
C -0.7845 1.6381 -0.1275 -1.4776 1.0007 0.0034 1.0242
C -1.9777 1.2470 -1.0093 2.1104 -0.1786 -0.8472 -1.2977
C -2.2927 -0.2552 -0.9647 -4.3029 0.1743 0.4925 -0.0487
N -3.0109 -0.7346 0.0565 1.2797 -1.4973 -0.3936 -0.5633
C -2.3138 -0.9636 1.2988 -0.7000 1.4118 0.3878 0.6342
C -2.8989 -2.1776 1.9957 -0.0008 0.0318 -0.0663 -0.9978
C -2.8116 -3.4982 1.2450 -0.7481 -0.3050 0.4456 -0.8561
I -1.0587 -3.8044 0.0671 -5.1422 -3.6534 -1.9279 -0.1522
H 0.4130 -1.6158 1.7646 -0.0050 -0.0431 0.1348 0.5688
H 0.3348 -1.2372 0.0593 0.2771 -0.3220 0.3893 0.0995
H 0.4209 -2.9484 0.5601 2.9573 2.2067 1.2408 0.5649
H 3.7228 -1.2066 -0.3919 -0.0554 -0.1892 0.0613 0.4623
H 2.1444 -0.7595 -1.0216 -0.0038 -0.3358 -0.0267 -0.2932
H 1.8504 0.8202 0.9189 0.1493 0.0069 0.2063 0.1543
H 3.4838 0.3328 1.4645 -0.2483 0.0927 0.1606 0.4602
H 4.2636 2.0230 0.1905 0.0745 -0.0023 -0.1202 0.3431
H 4.0562 0.9275 -1.1394 -0.1254 0.0042 -0.0115 0.4416
H 3.1017 2.8470 -1.9430 -0.0344 0.1790 0.0776 0.3129
H 2.5693 3.4309 -0.3891 -0.1645 -0.0853 0.0379 0.3609
H 0.9823 1.0623 -1.1940 1.6959 0.6265 0.0189 -1.0985
H 1.0862 2.3079 -2.4788 0.0648 -0.3202 0.0388 0.4252
H -0.6913 3.2059 -1.5769 0.0419 0.1033 0.0663 0.3704
H 0.1427 3.6825 -0.1419 0.3321 -0.3332 0.2741 0.3580
H -1.1047 1.8393 0.8927 0.0095 -0.3446 0.1138 0.6110
H -0.0783 0.7746 -0.0762 -0.1197 0.3578 1.3250 -0.5656
H -2.8391 1.8723 -0.7890 -0.2558 -0.4390 -0.1377 0.4117
H -1.7132 1.4332 -2.0778 -0.0567 0.5131 0.1749 0.4947
H -2.8198 -0.5021 -1.9024 0.2164 -0.0026 -0.1543 0.4072
H -1.1715 -0.7753 -0.9728 -5.8827 -3.1087 3.9580 0.4506
H -2.5089 -0.1145 1.9876 0.3760 -0.1130 0.0223 0.3442
H -1.2123 -1.0214 1.1771 -0.8415 0.0426 0.0495 -0.5621
H -2.5151 -2.2618 3.0164 0.1630 -0.0718 -0.1458 0.3991
H -3.9699 -1.9681 2.0751 0.0332 -0.0516 0.1431 0.3748
H -2.8203 -4.3266 1.9494 0.1274 -0.0710 -0.1007 0.4865
H -3.6565 -3.6380 0.5799 0.1822 0.1216 -0.2516 0.4181
Ti -0.0594 -0.3506 -1.5917 5.7931 2.4507 -4.3844 -0.3909
```
Forces are in eV/Å.

As for the total charge: +1. The lowest unoccupied orbital energy is -4.43 eV. Its molar mass is 388.14 g mol⁻¹. Its HOMO energy is -0.3820 Eh.

---

| no. | gap between HOMO and LUMO (hartree) |
| --- | --- |
| 1 | 0.056 |
| 2 | 0.380 |
| 3 | 0.207 |
| 4 | 0.219 |